The following is a quantum chemistry calculation of a cluster of 15 separate species, C4H39NO16 in total, from the Open Molecules 2025 dataset.

Each line ends with the Mulliken charge.
Cartesian coordinates (Å):
H -1.73556 2.81551 -1.67136  0.34
H 1.23702 1.34193 -0.97971  0.25
N -1.22171 -0.29447 -2.53573  -0.52
H 3.24029 -2.05102 1.76331  0.42
H -3.50098 2.81198 0.67905  0.24
O 2.10123 -1.21183 0.77558  -0.91
C -0.39678 -0.56820 -1.35375  1.46
H -3.41377 -0.39486 1.61375  0.41
H -3.71343 1.36256 1.26744  0.38
H 1.76906 -0.30789 0.98639  0.31
H -1.80389 -3.19535 3.44206  0.22
H -1.42485 -2.60831 -1.31196  0.37
O -0.92769 2.31826 2.61499  -0.67
H 0.42593 2.41864 -3.10204  0.32
O -2.70298 2.67997 -1.27921  -0.65
C -0.70676 0.47303 -0.21507  0.81
O -1.44573 -2.49668 2.91872  -0.61
H 1.00886 -2.70904 -2.03317  0.31
O 1.38525 -2.89116 -3.64663  -0.67
H 2.25174 -2.58966 -3.39471  0.34
H 0.08506 2.56479 -0.60506  0.34
H -1.01622 2.85634 3.37649  0.26
O -3.25164 2.26407 1.44316  -0.63
O 2.69904 3.80838 0.18214  -0.65
H 3.32155 3.33537 -0.29999  0.29
O 2.62317 -1.24729 -1.83377  -0.59
H 2.17846 -2.56367 3.50906  0.39
H 0.46658 3.98254 -2.75825  0.24
H -2.11563 0.27086 -2.33354  0.29
H 1.45416 -1.75021 0.29321  0.50
H -0.49452 -2.69342 2.80753  0.35
H 1.77776 1.29952 -4.02351  0.28
H 0.27528 1.96337 1.74622  0.52
O -3.66181 -0.31637 0.85381  -0.71
C -0.53938 -2.04359 -0.78028  -0.84
O 0.02172 3.28106 -2.91938  -0.63
H 1.20147 -2.82366 4.78375  0.29
H 0.58643 -0.63057 -1.83618  -0.51
H 3.08266 -3.45748 2.19164  0.30
H -1.65894 2.66741 1.96160  0.34
H -2.30541 0.72327 3.29447  0.39
C 0.42677 1.57614 -0.28320  -0.97
H 2.31183 3.09977 0.74594  0.35
H -1.64950 0.97452 -0.52942  0.34
H -1.28927 -1.09138 -3.15396  0.23
H -3.05760 -0.55794 0.25845  0.28
O 1.00329 1.66116 1.04665  -0.90
H -0.88045 0.03683 0.82293  -0.13
O -2.68012 -0.16078 3.43305  -0.78
H -0.75162 -2.05424 0.28139  0.17
H -3.29965 3.19587 -1.77632  0.25
H 1.40729 -3.85958 -3.67617  0.32
O 3.73895 -2.82380 2.17598  -0.72
O 0.70042 -2.67500 -1.02593  -0.66
H 3.28728 -0.69859 -2.35876  0.29
H 2.98453 -1.25279 -0.83722  0.32
H -2.00025 -0.80610 3.28514  0.42
O 1.92202 1.42535 -3.14846  -0.74
H 1.25019 0.74056 -2.80323  0.23
O 1.42085 -3.12414 3.95208  -0.66

Results
Gap between HOMO and LUMO, Eh: 0.337
HOMO energy, eV: -9.05
Relative energy (zero: lowest compared OMol25 entry of this formula, charge and spin), eV: 6.6967
Strongest force on any atom, eV/A: 15.01
DFT total energy, a.u.: -1434.25334